{"formula": "C31H57FIN2O10S", "method": "ωB97M-V/def2-TZVPD", "fmax_ev_per_a": 1.9, "total_charge": 1, "e_lumo_ha": -0.190, "homo_lumo_gap_ev": 5.366, "elements": ["C", "C", "I", "C", "C", "C", "C", "C", "N", "S", "O", "O", "F", "N", "H", "H", "H", "H", "H", "H", "H", "H", "H", "C", "C", "O", "C", "H", "H", "H", "H", "H", "H", "C", "C", "O", "C", "H", "H", "H", "H", "H", "H", "C", "C", "O", "C", "H", "H", "H", "H", "H", "H", "C", "C", "O", "C", "H", "H", "H", "H", "H", "H", "C", "C", "O", "C", "H", "H", "H", "H", "H", "H", "C", "C", "O", "C", "H", "H", "H", "H", "H", "H", "C", "C", "O", "C", "H", "H", "H", "H", "H", "H", "C", "C", "O", "C", "H", "H", "H", "H", "H", "H"], "coordinates": [[-0.722, -2.341, -1.466], [0.557, -2.807, -2.143], [2.162, -2.140, -0.843], [0.722, -2.281, -3.604], [2.118, -1.835, -3.847], [3.125, -2.806, -3.979], [4.396, -2.384, -4.130], [4.593, -1.029, -4.135], [3.597, -0.184, -4.044], [3.878, 1.513, -4.073], [3.408, 2.032, -2.866], [5.207, 1.682, -4.479], [2.961, 1.903, -5.196], [2.316, -0.550, -3.905], [-0.661, -1.269, -1.376], [-1.606, -2.645, -2.001], [-0.702, -2.750, -0.466], [0.579, -3.881, -2.212], [0.051, -1.467, -3.850], [0.528, -3.068, -4.325], [2.900, -3.853, -3.931], [5.213, -3.069, -4.214], [5.582, -0.621, -4.216], [-3.202, 1.120, -3.093], [-2.530, 0.163, -4.040], [-1.835, -0.746, -3.619], [-2.757, 0.377, -5.509], [-2.956, 0.859, -2.069], [-2.863, 2.139, -3.292], [-4.284, 1.068, -3.214], [-2.397, 1.355, -5.806], [-3.821, 0.300, -5.735], [-2.220, -0.383, -6.075], [-5.867, 2.215, 1.492], [-4.781, 2.160, 0.449], [-4.755, 1.299, -0.401], [-3.723, 3.229, 0.515], [-6.558, 1.392, 1.332], [-5.426, 2.127, 2.487], [-6.413, 3.155, 1.413], [-3.208, 3.180, 1.473], [-4.180, 4.214, 0.401], [-3.004, 3.077, -0.288], [-1.608, 2.889, -10.029], [-1.411, 2.063, -8.783], [-2.219, 2.066, -7.884], [-0.153, 1.227, -8.709], [-2.543, 3.437, -9.954], [-0.787, 3.599, -10.141], [-1.645, 2.241, -10.906], [0.726, 1.870, -8.768], [-0.131, 0.511, -9.532], [-0.135, 0.684, -7.766], [4.325, -3.686, 3.521], [2.845, -3.559, 3.270], [2.293, -4.232, 2.424], [2.098, -2.568, 4.129], [4.744, -4.430, 2.847], [4.816, -2.730, 3.344], [4.502, -4.000, 4.551], [2.506, -1.566, 3.984], [2.180, -2.841, 5.177], [1.046, -2.567, 3.849], [-0.224, -1.567, 8.777], [0.198, -1.232, 7.368], [1.240, -1.639, 6.904], [-0.730, -0.360, 6.564], [0.532, -2.195, 9.242], [-0.335, -0.652, 9.361], [-1.174, -2.103, 8.765], [-0.851, 0.603, 7.063], [-1.704, -0.837, 6.445], [-0.296, -0.197, 5.580], [1.133, 4.771, 5.927], [0.402, 3.649, 5.231], [-0.795, 3.517, 5.331], [1.235, 2.698, 4.406], [0.422, 5.376, 6.483], [1.871, 4.364, 6.620], [1.639, 5.400, 5.193], [1.974, 2.207, 5.041], [1.742, 3.242, 3.607], [0.589, 1.942, 3.965], [4.585, 1.051, -0.191], [5.436, 0.115, 0.635], [4.945, -0.596, 1.478], [6.920, 0.109, 0.359], [3.544, 0.953, 0.109], [4.903, 2.083, -0.038], [4.673, 0.797, -1.244], [7.339, 1.100, 0.537], [7.109, -0.179, -0.677], [7.408, -0.604, 1.018], [-5.864, -1.258, 2.294], [-5.328, -1.624, 3.658], [-4.297, -1.152, 4.078], [-6.138, -2.605, 4.471], [-5.189, -0.551, 1.820], [-5.935, -2.150, 1.669], [-6.850, -0.801, 2.393], [-6.224, -3.552, 3.937], [-7.135, -2.204, 4.656], [-5.644, -2.780, 5.424]]}